(1)
86
Properties=species:S:1:pos:R:3:forces:R:3 method="wB97M-V/def2-TZVPD" e_homo_ev=0.53 total_charge=-3 energy_ev=-107527.815 largest_force_ev_per_a=4.56
Al 0.3160 0.6368 0.1614 -0.3 -0.1 -0.4
S 4.2063 -0.5390 0.7931 -1.9 -1.6 -0.4
O 4.6664 -0.0203 -0.4716 0.9 0.8 -3.9
O 4.5682 -1.9084 0.9597 0.9 -2.0 0.1
O 4.9546 0.3567 1.6056 1.9 2.6 3.2
O 2.7795 -0.3957 0.9404 -1.1 0.5 0.3
S -2.6637 -0.7767 -1.2316 2.3 3.1 -0.2
O -3.6574 0.2588 -1.4327 -1.8 0.8 -1.2
O -1.3334 -0.4188 -1.8073 -0.3 -0.1 -1.3
O -2.3794 -0.7801 0.1730 0.2 -1.3 3.7
O -3.0936 -2.0506 -1.7467 -1.6 -1.8 -0.9
S 3.1262 3.6481 -0.1184 0.1 2.6 0.3
O 2.2784 2.6685 0.4805 -1.4 -2.4 1.3
O 3.4091 4.7081 0.8520 0.3 0.4 0.6
O 4.3889 2.9709 -0.3622 1.9 -1.3 -0.6
O 2.5276 4.2269 -1.2919 -0.2 0.5 -1.5
C 3.5999 1.0602 4.6674 -0.7 -1.4 -1.8
C 2.1017 0.7369 4.3568 0.6 -0.6 0.3
O 1.7602 0.9089 3.0205 -0.3 1.4 0.5
O 4.4023 0.0191 4.0321 -0.8 0.5 2.8
H 3.7669 1.1406 5.7415 0.2 -0.4 0.1
H 3.8636 2.0103 4.2028 -0.2 0.3 0.0
H 1.4333 1.2397 5.0558 -0.2 0.8 -0.3
H 1.8509 -0.3112 4.5202 0.7 -0.6 0.9
H 2.5230 0.6336 2.5068 0.0 -0.3 -0.7
H 4.6951 0.3088 3.1650 0.3 0.3 -0.8
C 2.3010 0.1481 -3.3019 1.6 0.6 0.2
C 3.5594 0.5642 -4.1436 -1.0 -1.1 0.9
O 4.6526 -0.2773 -3.7902 1.0 0.2 0.1
O 2.4988 0.5043 -1.9388 -0.8 0.7 -1.1
H 2.2401 -0.9397 -3.2688 -0.6 -0.2 -0.9
H 1.4466 0.6735 -3.7286 -0.3 -0.3 0.4
H 3.8465 1.5771 -3.8613 0.0 0.0 -0.1
H 3.3817 0.4808 -5.2158 -0.2 0.2 -0.2
H 4.6029 -1.1454 -4.1971 -0.5 0.1 0.0
H 3.4019 0.2544 -1.7300 0.4 -0.1 0.6
C -1.2248 -2.9189 -3.9973 1.5 0.1 -1.0
C -0.7515 -3.9524 -2.9423 -1.4 -0.2 -1.0
O -1.3509 -3.7548 -1.7263 1.3 -1.4 1.7
O -0.5133 -1.7154 -3.9329 0.9 -0.5 -1.1
H -2.2682 -2.6276 -4.1180 -0.5 -0.9 1.0
H -0.9963 -3.3402 -4.9763 0.3 -0.3 -0.3
H 0.3258 -4.0235 -2.7926 0.3 0.6 -0.5
H -1.0429 -4.9480 -3.2769 -0.2 -0.5 -0.5
H -2.0038 -3.0518 -1.7618 -1.3 1.0 0.0
H -0.8049 -1.2556 -3.1423 -0.4 1.1 1.1
C -2.0565 2.9322 -2.3113 0.4 -1.3 0.7
C -0.6914 3.6308 -2.4940 -0.2 -0.1 1.7
O 0.4543 2.8201 -2.1715 -2.3 0.0 -1.2
O -2.2256 2.4627 -0.9284 0.9 2.0 -1.6
H -2.1965 2.1193 -3.0238 0.4 -0.6 0.2
H -2.8735 3.5892 -2.6095 0.0 0.8 0.3
H -0.7630 4.4667 -1.7981 0.3 0.2 0.6
H -0.6084 4.1772 -3.4335 -0.1 -0.6 -0.8
H 1.1843 3.4192 -1.9989 0.7 0.3 0.4
H -3.0166 1.9200 -0.8912 -0.2 -0.9 -0.4
C -2.5429 2.5532 2.5332 0.7 1.0 0.2
C -1.1611 3.0830 2.8715 1.6 0.6 -0.6
O -0.2174 3.1485 1.7636 -1.2 0.3 0.6
O -2.3243 1.3439 1.9388 0.1 -0.9 0.1
H -3.1491 3.1972 1.8961 0.3 0.5 -0.4
H -3.0651 2.5732 3.4898 -0.4 -0.6 0.5
H -0.6161 2.4800 3.5978 -0.6 -0.6 0.2
H -1.1523 4.0819 3.3076 -0.7 0.2 0.2
H -0.0157 4.0856 1.7105 0.4 -0.1 -0.6
H -3.1275 0.8334 1.8124 -0.1 0.0 -0.1
C -0.2140 -2.7707 1.4079 -0.2 -2.7 -0.9
C 0.8636 -3.0596 0.3899 -0.2 -1.2 -0.7
O 0.7923 -2.2292 -0.7476 0.9 0.4 0.6
O 0.1587 -1.6823 2.1036 -0.2 2.7 1.9
H -0.3378 -3.5863 2.1204 0.4 -0.9 0.1
H -1.2110 -2.7814 0.9675 0.0 1.0 -0.4
H 0.7643 -4.0910 0.0516 -0.2 -0.5 -0.1
H 1.8544 -3.0264 0.8429 0.0 0.6 0.0
H 0.0157 -2.5326 -1.2236 -0.5 0.1 -0.1
H 0.3866 -1.9833 2.9863 0.1 0.6 -0.1
C -5.2800 -2.6371 1.2422 0.2 0.5 -0.4
C -4.3265 -2.3463 2.4365 -0.8 0.7 -1.1
O -3.7511 -1.0604 2.3192 -1.2 -0.8 2.0
O -6.5091 -1.8900 1.2070 -0.6 -0.6 0.9
H -5.5246 -3.6989 1.2118 -0.4 -0.1 0.3
H -4.8076 -2.4659 0.2750 0.7 0.1 0.2
H -3.6349 -3.1849 2.5164 0.7 0.0 -0.4
H -4.8393 -2.4033 3.3966 -0.5 0.3 0.0
H -3.1635 -1.0225 1.5611 0.9 -0.2 -1.5
H -6.4635 -1.0497 0.7451 0.8 -0.1 -0.1

(2)
79
Properties=species:S:1:pos:R:3:forces:R:3 method="wB97M-V/def2-TZVPD" relative_energy_kcal_mol=230.5 e_homo_ev=-11.19 total_charge=+1 energy_ev=-66615.773 largest_force_ev_per_a=9.46
C 3.6497 -0.8132 -2.8910 -0.3 -0.2 -0.5
C 2.0326 -0.8275 -2.6199 -5.6 0.4 0.5
N 1.0223 0.1087 -3.2861 -0.8 -3.1 2.7
C -0.3845 -0.2071 -2.8280 6.7 -4.1 2.5
N -1.6008 0.3349 -3.1613 0.4 0.8 -0.2
C -1.6098 1.4828 -4.1856 0.3 -0.3 -0.1
C -1.2858 2.9488 -3.5144 -4.1 5.8 -2.9
O -2.0276 3.9927 -3.9684 5.1 -7.3 3.2
Cl 0.0227 3.2819 -2.2403 -2.0 -0.9 -2.0
P -3.1900 -0.1931 -2.5516 -1.8 -5.1 1.1
O -3.2518 -1.6844 -2.0325 1.2 4.8 -1.2
N -0.1354 -1.3590 -1.8806 -0.3 0.9 -0.7
N 1.2081 -1.7669 -1.7192 3.0 4.9 -4.2
C 1.8004 -2.8883 -0.8952 -0.6 -1.8 0.9
C 1.7363 -2.6705 0.7283 0.7 -0.5 0.5
C 0.2319 -2.7653 1.3787 0.3 0.3 1.3
C 0.0980 -3.9424 2.5571 -5.0 -4.2 -0.4
O -0.9274 -4.8147 2.4567 6.6 5.6 0.7
O 1.0169 -4.0701 3.6987 -2.9 1.8 -1.6
H 4.2935 -0.8461 -1.9122 -1.6 0.0 -1.8
H 3.9140 -1.7447 -3.5690 -0.7 1.8 1.5
H 3.9924 0.1404 -3.5002 -1.3 -1.9 1.4
H -0.8431 1.1624 -5.0344 -1.5 1.2 1.8
H -2.7043 1.5187 -4.6368 2.4 0.2 1.0
H -4.1051 -0.1298 -3.6998 1.2 0.6 0.7
H -3.7741 0.7338 -1.5723 1.1 -0.3 -0.9
H -0.7643 -1.9455 -1.2905 -0.1 1.1 -1.1
H 1.2093 -3.8779 -1.2062 1.3 2.1 0.8
H 2.9188 -3.0547 -1.2116 -2.3 0.7 0.3
H 2.3081 -1.6703 1.0380 -1.5 -2.1 -0.7
H 2.3738 -3.5467 1.2296 -1.3 1.9 -1.4
H -0.6255 -2.9937 0.6152 1.7 0.2 1.5
H 0.0219 -1.7307 1.9243 0.4 -2.2 -1.2
H 0.4745 -3.7494 4.4967 1.0 -1.0 -1.5
C 2.5678 1.5911 3.4532 0.0 0.0 -0.2
C 1.2197 1.3084 2.8231 0.2 0.3 0.4
O 0.9359 -0.0813 2.8878 -0.2 -0.5 0.2
H 3.3572 1.0319 2.9402 -0.1 0.2 0.1
H 2.8038 2.6579 3.4074 0.0 -0.1 0.1
H 2.5806 1.2717 4.5004 0.0 0.1 -0.1
H 1.2184 1.6086 1.7711 -0.1 -0.2 0.1
H 0.4235 1.8540 3.3387 0.0 0.1 -0.1
H 0.9310 -0.3362 3.8264 0.1 0.1 -0.5
C -7.0144 1.8691 -1.2979 0.0 0.2 0.1
C -7.0141 1.6706 -2.7995 -0.3 -0.1 0.3
O -6.9726 0.2847 -3.1056 0.0 -0.4 -0.1
H -6.1206 1.4219 -0.8505 -0.1 0.1 0.0
H -7.0416 2.9327 -1.0451 0.0 -0.1 0.1
H -7.8792 1.3761 -0.8422 0.0 0.1 -0.1
H -6.1368 2.1459 -3.2483 -0.1 -0.2 -0.1
H -7.9110 2.1038 -3.2528 0.1 0.2 0.0
H -7.7601 -0.1267 -2.7099 0.4 0.1 -0.2
C -0.2713 7.5232 -3.5730 0.1 0.1 0.2
C -0.2710 7.3247 -5.0746 -0.2 -0.1 0.2
O -0.2295 5.9387 -5.3807 -0.1 -0.4 -0.1
H 0.6224 7.0760 -3.1256 0.0 0.1 -0.1
H -0.2985 8.5868 -3.3201 0.0 -0.1 0.1
H -1.1362 7.0301 -3.1173 0.0 0.1 -0.1
H 0.6063 7.7999 -5.5234 -0.1 -0.2 0.0
H -1.1679 7.7578 -5.5279 0.1 0.2 0.0
H -1.0170 5.5274 -4.9850 0.4 0.2 -0.2
C -0.6502 -9.4048 3.0016 0.1 -0.3 0.0
C -1.8654 -8.6076 3.4280 0.3 0.2 -0.1
O -1.4647 -7.4976 4.2177 0.1 0.2 0.1
H -0.0960 -9.7592 3.8769 -0.2 0.0 -0.1
H -0.9423 -10.2670 2.3956 0.1 0.0 0.0
H 0.0374 -8.7819 2.4203 -0.1 0.0 -0.1
H -2.5390 -9.2274 4.0271 0.1 0.2 0.0
H -2.4178 -8.2388 2.5583 -0.1 -0.2 -0.1
H -0.8736 -6.9490 3.6739 -0.4 -0.1 0.2
C 6.8626 3.3983 5.2940 0.2 0.1 0.0
C 5.5145 3.1157 4.6639 0.2 0.0 0.4
O 5.2306 1.7259 4.7286 -0.1 -0.4 0.2
H 7.6519 2.8391 4.7810 -0.1 0.1 0.0
H 7.0986 4.4652 5.2482 0.0 -0.1 0.1
H 6.8753 3.0790 6.3412 -0.1 0.1 0.0
H 5.5132 3.4159 3.6119 -0.1 -0.2 0.1
H 4.7182 3.6612 5.1795 0.0 0.2 -0.1
H 5.2258 1.4710 5.6672 0.1 0.1 -0.5

(3)
22
Properties=species:S:1:pos:R:3:forces:R:3 method="wB97M-V/def2-TZVPD" e_homo_ev="-1.02 / -4.07" total_charge=-1 energy_ev=-14507.043 s_squared=2.009 multiplicity=3 largest_force_ev_per_a=5.71
C 0.9631 0.8237 -0.0520 3.0 0.8 1.2
C -0.1243 1.3647 -0.8811 -1.6 1.7 0.3
C -0.9600 0.1814 -1.2083 0.0 -0.2 -1.7
C -1.3975 -1.6009 0.4213 0.6 0.6 -1.1
C 2.6563 -1.2428 0.6194 1.1 -5.0 2.5
C -1.5409 -0.3374 0.0165 0.5 -3.0 0.7
C -2.3148 0.6162 0.7477 -1.2 2.6 1.3
N 2.0733 0.5039 -0.7165 -0.8 0.2 -2.3
N 3.0161 -0.1643 -0.0253 -1.3 5.1 -1.9
O 4.2150 0.1362 -0.2089 2.3 -0.1 -0.1
O 0.9220 0.7844 1.1837 -1.2 -0.1 1.4
H -0.8783 2.0005 -0.3338 1.7 0.1 -0.3
H 0.2933 1.9294 -1.7062 -0.1 -0.2 -0.4
H -1.7549 0.4012 -1.9206 -0.2 0.1 -0.2
H -0.2851 -0.5073 -1.6310 0.5 -1.3 -0.8
H -0.7957 -2.3183 -0.0997 0.3 -0.1 -0.5
H -1.7398 -1.9485 1.3434 -0.9 -0.3 1.4
H 1.6954 -1.4919 0.8884 -1.9 0.1 0.4
H 3.4630 -1.8401 0.9889 0.3 -0.3 0.1
H -1.6489 1.3915 1.3131 -1.3 -1.7 -0.6
H -3.1125 0.1179 1.3613 0.8 0.8 -0.3
H -2.7448 1.2004 -0.1001 -0.6 0.1 1.0